Record 1
Molecular formula: C2H2N4S
Method: DFT, wB97M-V/def2-TZVPD

Structure (XYZ):
```
9
Properties=species:S:1:pos:R:3:forces:R:3
C 0.212865 -0.429098 1.145350 0.23 -0.23 0.97
C -2.149158 -1.482921 0.716265 -2.00 1.62 -0.25
N 0.628385 -0.135428 0.134144 1.67 0.56 -0.84
N -2.371088 -0.500038 -0.012879 1.14 -3.41 0.85
N -1.871031 0.407952 -0.822479 2.04 2.44 -2.13
N -0.856649 0.160563 -1.558757 -3.58 -3.81 2.56
S -2.458845 -2.513116 1.906994 0.77 0.61 -1.23
H -0.096231 -0.730674 2.093176 -0.37 -0.23 0.95
H -0.552462 0.966051 -2.006061 0.11 2.45 -0.90
```
Positions in Å, forces in eV/Å.

Summary:
Charge: 0
Strongest force on any atom: 0.1132 Eh/bohr
Energy above the lowest of the compared OMol25 structures with the same formula, charge and spin: 2.696 eV
HOMO level: -9.28 eV
E: -694.45866 Ha
LUMO energy: -0.7 eV

Here are the Mulliken charges for atoms 1 to 6, given in e: C 0.07; C 0.38; N -0.35; N 0.16; N -0.36; N -0.26

=====

Record 2
Molecular formula: C3H4Br2Cl2
Method: DFT, wB97M-V/def2-TZVPD

Structure (XYZ):
```
11
Properties=species:S:1:pos:R:3:forces:R:3
C 0.026208 -0.574058 1.381771 0.20 2.67 -0.07
C 0.891433 0.436973 -1.962612 -0.94 -0.02 2.24
C -0.940395 -0.232929 0.280054 0.45 -1.22 -0.22
Cl -1.860460 -1.651727 -0.238375 0.23 0.80 -0.04
Cl -1.734770 1.245471 0.259665 -0.47 0.19 0.31
Br -0.002613 2.077614 -2.352614 0.61 -0.53 -0.41
Br 2.597878 0.650132 -1.085554 -0.48 -0.06 -0.53
H 0.417981 0.382300 1.850671 -1.16 -0.96 -0.02
H 0.986176 -0.952557 1.080702 0.01 -1.12 -0.59
H -0.586909 -1.204744 1.993494 0.50 -0.43 1.11
H 0.205470 -0.176476 -1.207202 1.04 0.68 -1.77
```
Positions in Å, forces in eV/Å.

Summary:
Charge: 0
Strongest force on any atom: 0.0522 Eh/bohr
Energy above the lowest of the compared OMol25 structures with the same formula, charge and spin: 3.722 eV
HOMO level (alpha / beta): -9.04 / -8.39 eV
E: -6184.97053 Ha
LUMO energy (alpha / beta): -0.8 / -1.3 eV

Here are the Mulliken charges for atoms 1 to 6, given in e: C -1.06; C 0.03; C 0.35; Cl -0.16; Cl -0.09; Br -0.05

=====

Record 3
Molecular formula: C4H3NS
Method: DFT, wB97M-V/def2-TZVPD

Structure (XYZ):
```
9
Properties=species:S:1:pos:R:3:forces:R:3
C -1.653757 -1.413612 0.078658 -0.76 -1.51 0.32
C -0.631642 -0.539823 -0.122061 -4.80 -0.32 0.38
C 0.680576 -0.891119 -0.153240 4.45 -0.63 1.53
C -1.119963 0.800820 -0.022508 -0.28 5.27 -0.44
H -1.607993 -2.642926 0.089972 -0.03 3.62 -0.02
H -2.584450 -0.811562 0.317052 0.59 -1.82 -0.40
H 0.724725 -2.020406 0.053487 0.93 1.52 -0.82
N -1.454094 1.939243 -0.004977 0.95 -4.17 0.06
S 1.874693 0.260162 0.055577 -1.05 -1.95 -0.60
```
Positions in Å, forces in eV/Å.

Summary:
Charge: 0
Strongest force on any atom: 0.1030 Eh/bohr
Energy above the lowest of the compared OMol25 structures with the same formula, charge and spin: 1.380 eV
HOMO level: -9.33 eV
E: -607.05729 Ha
LUMO energy: -1.7 eV

Here are the Mulliken charges for atoms 1 to 6, given in e: C -0.72; C 0.83; C -0.32; C 0.03; H 0.24; H 0.29

=====

Record 4
Molecular formula: CH34O20
Method: DFT, wB97M-V/def2-TZVPD

Structure (XYZ):
```
55
Properties=species:S:1:pos:R:3:forces:R:3
C -0.073663 0.316416 -0.283940 1.75 0.88 3.06
O 0.943998 -0.353231 0.376353 -4.12 1.24 -2.65
O -1.341504 0.193873 0.157138 4.73 0.74 -2.02
O 0.297936 1.222479 -1.161698 -1.69 -3.01 2.02
O -0.288647 0.531916 -3.561998 -0.53 0.23 -0.21
H -0.185808 0.896684 -2.643385 0.21 -0.09 -0.84
H 0.543321 0.119644 -3.766054 0.58 -0.08 -0.11
O -1.132754 -0.195386 2.967223 0.42 -0.83 1.35
H -1.275427 -0.085827 2.037112 -0.13 0.86 -1.04
H -1.169985 -1.160329 2.995212 -0.18 0.04 0.40
O -3.629096 1.135568 0.771149 -0.59 1.27 0.51
H -4.131680 0.333302 0.864694 0.25 -0.59 -0.31
H -2.746414 0.986805 0.396518 -0.92 -0.44 -0.09
O -0.087176 -3.155210 1.103222 -0.26 -0.41 0.05
H 0.387326 -3.407285 1.901545 0.21 0.03 0.23
H 0.102563 -2.214091 1.044857 0.44 0.51 -0.39
O 0.282908 3.699044 -1.908189 0.34 1.33 0.29
H -0.351837 3.908345 -2.594198 -0.05 -0.71 -0.07
H 0.379264 2.752663 -1.738638 -0.51 0.24 -0.51
O -1.243726 2.708293 1.478611 0.25 1.22 -0.34
H -0.795349 3.365713 0.905629 -0.10 -0.52 0.59
H -1.266369 1.927857 0.924306 -0.12 -0.21 0.00
O -2.534991 -1.851499 1.051908 -1.76 -0.16 0.63
H -2.208676 -0.991347 0.774247 0.30 0.08 -0.10
H -1.766975 -2.371537 1.238526 0.80 -0.95 -0.13
O 3.002263 -1.891142 0.938132 -2.14 0.99 0.73
H 2.322791 -1.256722 0.500709 1.23 -1.26 0.63
H 3.599704 -2.115323 0.257639 0.99 -0.27 -1.27
O 1.564088 2.713996 0.788616 0.37 1.01 -1.52
H 1.342610 2.105280 1.462522 -0.11 -0.61 2.30
H 1.098918 2.266989 0.074236 0.22 0.61 -0.62
O 1.592144 -2.374454 3.318624 -1.74 0.10 2.41
H 1.119774 -1.634891 3.772599 0.37 -1.01 -0.22
H 1.962888 -1.887124 2.620756 1.48 0.76 -1.96
O 2.644060 1.106398 -2.416755 0.71 -0.81 -2.28
H 2.477378 0.593842 -3.256554 0.39 0.87 1.50
H 1.876330 0.936477 -1.872771 -0.43 0.04 0.50
O 1.548954 0.731105 2.561777 2.59 0.32 -1.85
H 0.931019 0.547542 3.201298 -2.67 -0.49 2.09
H 1.234497 0.291161 1.722317 0.02 0.04 0.84
O 3.721501 0.675689 0.590289 1.40 -0.58 0.06
H 2.860671 1.063646 0.624919 -0.67 0.91 -0.05
H 3.608578 -0.170137 1.049203 0.27 0.43 0.00
O -2.704453 1.631627 -2.167078 -0.01 1.32 0.16
H -1.991376 1.046583 -1.907370 -0.10 -0.22 0.10
H -2.526735 2.446821 -1.647101 -0.23 -0.87 -0.38
O -3.730803 -1.904092 -1.379014 -0.20 -0.10 -1.21
H -2.942872 -1.853258 -1.968662 -0.70 0.06 0.63
H -3.342768 -1.791774 -0.507639 0.05 -0.40 0.32
O -1.184706 -1.495300 -1.982062 -0.32 -1.17 0.67
H -0.678270 -1.063215 -2.640946 0.58 0.61 -1.53
H -1.104259 -0.895061 -1.237391 -0.85 -0.52 0.14
O 1.788174 -2.090939 -1.627778 0.97 0.27 -2.94
H 1.784600 -2.727675 -0.961715 -0.34 -1.64 1.75
H 1.418061 -1.318906 -1.240947 -0.48 0.98 0.69
```
Positions in Å, forces in eV/Å.

Summary:
Charge: -2
Strongest force on any atom: 0.1011 Eh/bohr
Energy above the lowest of the compared OMol25 structures with the same formula, charge and spin: 0.973 eV
HOMO level: -4.59 eV
E: -1563.40664 Ha
LUMO energy: 4.9 eV

Here are the Mulliken charges for atoms 1 to 6, given in e: C -1.47; O 2.62; O 0.44; O 1.44; O -0.84; H 0.07

=====

Record 5
Molecular formula: C2H2F2S
Method: DFT, wB97M-V/def2-TZVPD

Structure (XYZ):
```
7
Properties=species:S:1:pos:R:3:forces:R:3
C -0.317677 0.130414 -1.685873 -0.16 0.70 0.21
C 0.131597 0.458098 0.800250 0.77 1.01 3.90
F -0.772950 0.366594 -2.931429 -0.01 0.30 0.23
F 0.666769 -0.736961 0.546876 0.28 -0.58 0.16
S -0.467148 1.290915 -0.474390 -0.26 -0.43 -1.10
H 0.334923 -0.702254 -1.549191 0.07 -0.34 -0.25
H 0.337619 0.847018 1.916623 -0.69 -0.67 -3.15
```
Positions in Å, forces in eV/Å.

Summary:
Charge: 0
Strongest force on any atom: 0.0798 Eh/bohr
Energy above the lowest of the compared OMol25 structures with the same formula, charge and spin: 3.165 eV
HOMO level (alpha / beta): -7.68 / -7.58 eV
E: -675.18148 Ha
LUMO energy (alpha / beta): 0.4 / 0.4 eV

Here are the Mulliken charges for atoms 1 to 6, given in e: C -0.16; C -0.04; F -0.21; F -0.20; S -0.01; H 0.34

=====

Record 6
Molecular formula: CH3IOP2
Method: DFT, wB97M-V/def2-TZVPD

Structure (XYZ):
```
8
Properties=species:S:1:pos:R:3:forces:R:3
C -0.121246 0.785569 0.043496 1.10 -0.50 0.70
O -1.645189 -1.026132 -0.526888 -3.11 -3.58 -2.67
P 1.094023 -0.673119 0.233312 -0.48 0.59 -0.55
P -1.111393 -0.464719 0.839906 1.10 0.73 2.22
I 4.237706 0.500114 0.093140 -0.62 -0.14 0.17
H 0.260939 1.503061 0.753996 -0.05 0.49 0.19
H -0.426786 1.218888 -0.888378 0.03 -0.01 -0.47
H -2.288055 -1.843661 -0.548584 2.03 2.42 0.42
```
Positions in Å, forces in eV/Å.

Summary:
Charge: 0
Strongest force on any atom: 0.1058 Eh/bohr
Energy above the lowest of the compared OMol25 structures with the same formula, charge and spin: 2.107 eV
HOMO level (alpha / beta): -8.64 / -8.64 eV
E: -1095.46683 Ha
LUMO energy (alpha / beta): -1.4 / -2.7 eV

Here are the Mulliken charges for atoms 1 to 6, given in e: C -0.54; O -0.44; P -0.04; P 0.12; I -0.11; H 0.35

=====

Record 7
Molecular formula: C42H48N8O3
Method: DFT, wB97M-V/def2-TZVPD

Structure (XYZ):
```
101
Properties=species:S:1:pos:R:3:forces:R:3
N 1.160362 -0.954667 3.668885 -1.14 -1.31 -2.76
C 1.608448 -0.319394 4.733435 0.84 0.62 1.12
C 2.970063 -0.448762 4.744690 1.12 1.01 0.54
C 3.345923 -1.133918 3.548062 0.54 -0.35 1.39
C 2.180064 -1.468440 2.931700 0.13 -0.87 -1.02
H 0.220251 -1.109985 3.341830 -0.35 0.31 0.72
H 0.971298 0.241724 5.365682 -0.50 0.18 0.55
H 3.634634 0.003612 5.509866 -0.54 -0.49 -0.76
H 4.343730 -1.512869 3.384861 -0.08 0.15 -0.45
H 1.993543 -2.113266 2.052141 0.07 0.72 0.79
N -0.044319 0.955848 -0.449039 -0.32 0.93 0.31
C -1.145496 0.201057 -0.213805 0.87 -0.85 -0.83
C -0.720804 -1.117300 -0.187177 -1.26 -0.81 0.91
C 0.682524 -1.130573 -0.287596 0.99 1.94 -0.15
C 1.071748 0.210685 -0.449571 1.30 -0.39 -0.08
H -0.054364 1.955324 -0.614494 -0.07 0.25 -0.09
H -2.105328 0.644250 -0.178040 -0.72 0.20 0.00
H -1.395863 -1.972741 0.024360 0.74 0.75 -0.25
H 1.438497 -1.866088 -0.131895 -0.18 -0.75 -0.09
H 2.073801 0.736828 -0.515646 -1.42 -1.11 0.00
C 4.437028 -5.451118 -0.782150 -1.99 -1.11 -2.01
C 3.563059 -4.412059 -0.145125 0.16 0.19 -0.72
O 2.430393 -4.154201 -0.990962 0.53 0.24 0.24
C 2.549109 -3.274780 -1.958430 0.98 1.56 -1.16
O 3.412223 -2.445891 -2.199525 -0.09 -0.92 1.06
O 1.500471 -3.436655 -2.712505 -2.43 0.22 -1.81
C 1.218693 -2.457940 -3.768891 3.25 0.40 0.58
H 4.936585 -5.120722 -1.695818 -0.17 0.35 0.08
H 3.803305 -6.352996 -1.095469 0.89 1.12 0.61
H 5.184951 -5.755314 -0.134208 1.43 -0.75 1.44
H 4.151354 -3.519382 0.086415 -0.46 0.13 -0.03
H 3.017619 -4.779307 0.687190 0.27 -0.39 1.28
H 2.195513 -2.273714 -4.313586 -0.88 0.17 0.86
H 0.860032 -1.512461 -3.327428 -0.16 -0.65 -0.25
H 0.650264 -2.914210 -4.532237 -1.36 -0.58 -0.15
N -1.793081 3.190667 4.495756 0.42 0.20 0.17
C -0.746656 2.971210 3.692437 -1.18 -0.69 0.87
C -0.887847 3.045750 2.338275 0.78 -0.01 -1.05
C -2.086466 3.385523 1.756986 -0.23 0.27 0.49
C -3.158910 3.720082 2.595275 0.88 -0.27 -2.08
C -2.929706 3.593559 3.919160 0.46 0.02 1.26
H 0.168805 2.558249 4.100220 0.02 0.34 0.35
H -0.012636 2.832597 1.740327 -0.10 -0.09 -0.23
H -2.107461 3.392970 0.691862 -0.42 0.17 -0.67
H -4.107691 4.072637 2.221260 -0.08 -0.08 -0.06
H -3.728479 3.877129 4.555076 -0.58 0.01 0.98
N -2.798098 -6.619637 0.386798 0.95 -1.03 -0.86
C -1.634378 -6.924525 -0.256007 -0.20 1.45 0.21
C -0.839383 -5.941153 -0.889598 -0.47 -0.11 1.16
C -1.239681 -4.611552 -0.825641 0.21 0.15 -0.89
C -2.506419 -4.398217 -0.374795 -1.74 1.56 0.34
C -3.260163 -5.389837 0.251509 1.29 -0.07 -0.61
H -1.312077 -7.958312 -0.207268 -0.05 0.05 -0.03
H 0.113034 -6.116874 -1.321875 0.67 -0.69 -0.30
H -0.667635 -3.735328 -1.211317 -0.23 -1.15 0.18
H -2.964890 -3.408774 -0.544823 0.24 -0.46 0.45
H -4.226876 -5.202254 0.652843 -0.64 0.27 0.30
N -1.880135 -1.201116 4.085976 0.20 -0.43 0.82
C -2.498744 -1.057658 5.246181 -1.13 -0.13 1.32
C -3.745893 -0.448192 5.404262 0.01 1.00 -0.08
C -4.357971 0.107110 4.239895 0.38 -0.47 1.46
C -3.757016 -0.137468 3.025308 0.81 -1.02 0.81
C -2.533196 -0.807236 3.017895 1.05 0.39 -1.24
H -2.066244 -1.478520 6.163837 0.32 0.18 -0.58
H -4.108474 -0.312669 6.464229 0.11 -0.11 -1.54
H -5.248408 0.725520 4.300183 -0.05 -0.29 0.06
H -4.220024 0.046746 2.104403 -0.57 0.75 -1.11
H -1.886410 -0.958750 2.129947 -1.19 0.25 0.04
N 0.171510 3.964177 -0.914787 0.50 -0.63 0.45
C 1.308321 4.305532 -0.314427 0.52 0.69 -0.30
C 1.662442 5.648115 -0.154689 0.18 -0.50 -0.06
C 0.764214 6.624172 -0.555102 0.37 0.67 0.52
C -0.430555 6.266001 -1.159663 0.37 0.15 0.15
C -0.651302 4.912833 -1.344231 -1.23 -0.57 0.34
H 2.000793 3.514857 0.019263 -0.54 0.27 -0.20
H 2.635052 5.917190 0.250673 -0.27 -0.06 0.15
H 1.001045 7.668195 -0.291795 -0.23 -0.50 -0.47
H -1.146695 7.032462 -1.422452 -0.11 -0.21 -0.14
H -1.607588 4.486465 -1.685461 0.38 0.59 -0.35
N 1.815845 2.345351 -3.708399 0.14 -0.18 0.25
C 2.421247 1.174107 -3.517389 -0.19 0.37 -0.21
C 3.683461 1.051485 -2.912181 0.08 -1.22 0.21
C 4.293177 2.193845 -2.432613 -0.02 1.01 -0.84
C 3.675697 3.443738 -2.682202 0.52 -0.71 0.98
C 2.444211 3.438978 -3.270029 -0.07 -0.67 -0.56
H 1.807433 0.355978 -3.897627 0.67 -0.22 0.25
H 4.185871 0.055382 -2.778556 -0.80 1.04 -0.19
H 5.283709 2.137655 -2.001145 -0.07 0.02 0.19
H 4.050838 4.409566 -2.349509 0.33 -0.37 -0.02
H 1.947102 4.354838 -3.447615 -0.56 0.92 -0.14
N -2.856953 2.462321 -3.040810 0.46 -1.49 -0.78
C -1.715872 2.205392 -3.715263 0.21 1.92 0.70
C -1.431016 1.055253 -4.417157 1.16 0.27 -0.90
C -2.397696 0.105245 -4.535878 -1.40 -0.29 0.99
C -3.606870 0.278517 -3.812382 1.08 0.43 -0.95
C -3.769172 1.450908 -3.103687 0.94 0.57 0.54
H -0.937073 3.006516 -3.733249 -0.77 -0.66 0.27
H -0.456534 0.991198 -4.952632 -0.86 0.00 0.57
H -2.214063 -0.765247 -5.122803 -0.08 -0.57 -0.32
H -4.423333 -0.414447 -3.883377 -0.08 -0.35 0.10
H -4.617361 1.571124 -2.456922 -0.52 0.20 -0.04
```
Positions in Å, forces in eV/Å.

Summary:
Charge: 0
Strongest force on any atom: 0.0647 Eh/bohr
Energy above the lowest of the compared OMol25 structures with the same formula, charge and spin: 0.000 eV
HOMO level: -7.75 eV
E: -2292.90888 Ha
LUMO energy: 0.5 eV

Here are the Mulliken charges for atoms 1 to 6, given in e: N 0.29; C -0.24; C -0.92; C -0.64; C -0.48; H 0.29

=====

Record 8
Molecular formula: C4H8O2
Method: DFT, wB97M-V/def2-TZVPD

Structure (XYZ):
```
14
Properties=species:S:1:pos:R:3:forces:R:3
C 0.324199 1.138955 1.083816 0.34 0.43 -0.22
C 0.418255 1.191460 -0.307048 0.03 0.09 0.24
C 0.036885 -1.078537 -1.056733 -0.22 0.00 -0.20
O 1.073304 -1.670987 -0.426648 -0.07 0.03 0.24
C -1.135005 -0.848932 -0.389941 0.12 0.12 -0.15
O -1.125616 -0.965992 0.912210 0.08 0.26 0.04
H -0.332818 1.857500 1.576065 -0.02 -0.20 -0.12
H 1.231772 0.911967 1.642449 -0.16 -0.06 -0.09
H -0.448708 0.027332 1.234642 -0.29 -0.45 -0.07
H 1.341322 0.932732 -0.815437 -0.14 -0.01 0.08
H -0.289837 1.777085 -0.888474 0.09 -0.18 0.08
H 0.160593 -1.004860 -2.133293 -0.09 0.05 0.19
H 0.749965 -1.829111 0.481418 0.15 0.00 -0.12
H -2.004310 -0.438613 -0.913027 0.17 -0.09 0.11
```
Positions in Å, forces in eV/Å.

Summary:
Charge: 0
Strongest force on any atom: 0.0115 Eh/bohr
Energy above the lowest of the compared OMol25 structures with the same formula, charge and spin: 3.617 eV
HOMO level: -8.75 eV
E: -307.57952 Ha
LUMO energy: 0.8 eV

Here are the Mulliken charges for atoms 1 to 6, given in e: C -0.55; C -0.57; C -0.30; O -0.50; C -0.12; O -0.65

=====

Q: Which formula does entry 6 have?
A: CH3IOP2